Entry from the Open Molecules 2025 dataset: the molecule C22H27N7O4 (ωB97M-V/def2-TZVPD).

Computed properties:
- HOMO level (eV) = -7.93

```
! wB97M-V def2-TZVPD RIJCOSX def2/J DEFGRID3
* xyz 0 1
C 2.67 6.28 4.52
C 2.98 4.79 4.58
O 1.98 4.02 3.92
C 2.09 3.87 2.60
O 2.98 4.34 1.94
C 0.95 3.02 2.07
C 0.24 3.70 0.89
C 1.12 3.71 -0.36
N 1.51 2.36 -0.69
C 1.04 1.60 -1.70
O 1.37 0.42 -1.82
C 0.13 2.28 -2.71
C -0.34 1.32 -3.81
C -1.47 0.43 -3.30
O -2.65 0.63 -3.51
N -1.03 -0.62 -2.58
N -1.96 -1.47 -1.98
C -1.60 -2.69 -1.55
N -0.36 -3.04 -1.43
C -0.05 -4.27 -0.92
C 1.30 -4.62 -0.81
C 1.65 -5.85 -0.30
C 0.67 -6.76 0.12
C -0.66 -6.44 0.02
C -1.03 -5.19 -0.50
C -2.38 -4.78 -0.64
N -3.54 -5.35 -0.38
C -4.46 -4.43 -0.75
C -5.92 -4.66 -0.62
N -3.95 -3.32 -1.23
N -2.62 -3.53 -1.17
C 2.30 1.75 0.36
C 1.48 1.64 1.64
H 3.41 6.83 5.09
H 2.69 6.62 3.49
H 1.69 6.47 4.94
H 2.98 4.43 5.61
H 3.95 4.58 4.12
H 0.24 2.89 2.89
H -0.03 4.73 1.15
H -0.68 3.15 0.68
H 0.60 4.18 -1.19
H 2.03 4.28 -0.15
H -0.74 2.70 -2.20
H 0.69 3.10 -3.17
H 0.49 0.70 -4.14
H -0.73 1.89 -4.65
H -0.06 -0.72 -2.28
H -2.92 -1.28 -2.25
H 2.05 -3.91 -1.13
H 2.69 -6.12 -0.21
H 0.97 -7.72 0.51
H -1.44 -7.12 0.32
H -6.17 -4.82 0.42
H -6.20 -5.55 -1.18
H -6.45 -3.79 -1.01
H 2.60 0.75 0.02
H 3.19 2.36 0.53
H 2.08 1.21 2.43
H 0.62 0.99 1.46
*
```

---

Entry from the Open Molecules 2025 dataset: the molecule C25H28N2O4S2 (ωB97M-V/def2-TZVPD).

Computed properties:
- HOMO level (eV) = -8.19

```
! wB97M-V def2-TZVPD RIJCOSX def2/J DEFGRID3
* xyz 0 1
C -3.55 -3.82 0.20
O -2.68 -2.72 0.12
C -1.52 -2.76 0.85
C -1.17 -3.77 1.73
C 0.01 -3.69 2.46
C 0.86 -2.61 2.31
C 0.53 -1.61 1.41
C -0.64 -1.68 0.68
N -0.95 -0.64 -0.22
C -1.08 -0.91 -1.63
C 0.26 -1.21 -2.32
O 0.38 -2.12 -3.12
N 1.24 -0.38 -1.97
C 2.56 -0.47 -2.56
C 3.38 -1.63 -2.03
S 3.69 -1.60 -0.23
C 4.61 -0.01 -0.03
C 3.69 1.09 0.40
C 3.02 0.99 1.61
C 2.13 1.97 2.00
C 1.89 3.08 1.20
C 0.90 4.11 1.64
C 2.59 3.20 0.01
C 3.48 2.21 -0.39
S -1.00 0.94 0.25
O -0.83 1.00 1.67
O -0.10 1.71 -0.57
C -2.67 1.42 -0.16
C -2.90 2.61 -0.83
C -4.20 2.99 -1.12
C -5.25 2.17 -0.74
C -5.01 0.98 -0.08
C -3.72 0.60 0.21
H -4.37 -3.59 -0.48
H -3.94 -3.95 1.21
H -3.06 -4.75 -0.12
H -1.82 -4.62 1.88
H 0.26 -4.49 3.14
H 1.77 -2.56 2.87
H 1.18 -0.76 1.27
H -1.76 -1.75 -1.80
H -1.51 -0.01 -2.10
H 1.04 0.41 -1.36
H 2.44 -0.62 -3.64
H 3.07 0.48 -2.39
H 2.84 -2.57 -2.19
H 4.34 -1.68 -2.54
H 5.34 -0.23 0.75
H 5.12 0.20 -0.97
H 3.20 0.13 2.23
H 1.59 1.86 2.94
H -0.05 3.63 1.86
H 1.24 4.61 2.55
H 0.75 4.86 0.87
H 2.43 4.05 -0.63
H 4.01 2.33 -1.33
H -2.05 3.22 -1.10
H -4.39 3.91 -1.64
H -6.27 2.46 -0.97
H -5.84 0.34 0.21
H -3.50 -0.33 0.72
*
```

---

Entry from the Open Molecules 2025 dataset: C27H47IrN5O4P2S5Sb as an isolated structure (ωB97M-V/def2-TZVPD).

Computed properties:
- <S²> = 6.021
- HOMO level (alpha / beta) (eV) = -5.80 / -6.22

```
! wB97M-V def2-TZVPD RIJCOSX def2/J DEFGRID3
* xyz 0 5
Ir -0.54 -0.76 0.72
C -0.28 -2.72 4.21
N -0.30 -1.27 4.48
C -1.25 -0.84 5.51
P 0.87 -0.37 3.83
O 1.22 -0.73 2.43
O 0.26 1.13 3.96
P -0.44 2.11 2.90
O -1.16 1.44 1.79
N -1.47 3.02 3.80
C -2.79 2.44 4.09
C -0.94 3.88 4.85
N 0.80 3.09 2.44
C 0.76 3.63 1.08
C 2.15 2.98 3.00
N 2.21 -0.39 4.78
C 2.08 -0.19 6.21
C 3.52 -0.06 4.22
H 0.08 -3.27 5.08
H 0.36 -2.95 3.36
H -1.28 -3.06 3.95
H -1.07 -1.37 6.45
H -2.26 -1.07 5.18
H -1.17 0.23 5.69
H -3.08 1.73 3.31
H -3.53 3.24 4.14
H -2.79 1.92 5.06
H -0.01 4.34 4.53
H -0.76 3.33 5.78
H -1.66 4.67 5.06
H -0.26 3.65 0.71
H 1.35 3.01 0.40
H 1.15 4.65 1.08
H 2.12 2.63 4.03
H 2.62 3.96 2.99
H 2.77 2.29 2.42
H 1.16 -0.64 6.59
H 2.09 0.88 6.48
H 2.92 -0.67 6.72
H 3.51 -0.19 3.14
H 4.27 -0.73 4.64
H 3.81 0.97 4.46
S -3.38 -2.92 1.28
Sb -1.55 -4.54 0.27
S -2.46 -1.36 2.06
S 0.18 -2.86 -0.10
S -0.90 -5.52 2.22
O -2.22 -0.16 -0.89
S -2.47 -0.18 -2.37
C -1.84 1.42 -2.98
C -1.75 1.44 -4.49
C -2.89 1.24 -5.27
C -2.79 1.17 -6.65
C -1.56 1.31 -7.27
C -0.42 1.52 -6.51
C -0.52 1.58 -5.12
C -1.20 -1.25 -3.12
C -1.78 -2.22 -4.12
C -2.83 -3.07 -3.76
C -3.34 -3.98 -4.68
C -2.81 -4.03 -5.97
C -1.77 -3.19 -6.33
C -1.26 -2.29 -5.41
H -0.88 1.57 -2.49
H -2.56 2.15 -2.60
H -3.86 1.12 -4.79
H -3.69 1.00 -7.24
H -1.49 1.25 -8.35
H 0.54 1.64 -6.99
H 0.37 1.75 -4.52
H -0.78 -1.76 -2.25
H -0.44 -0.62 -3.58
H -3.23 -3.05 -2.76
H -4.14 -4.64 -4.39
H -3.22 -4.74 -6.69
H -1.36 -3.23 -7.33
H -0.46 -1.61 -5.69
C 3.73 -1.52 -0.84
C 3.16 -0.38 -1.70
C 4.16 0.79 -1.78
C 2.80 -0.90 -3.10
C 1.92 0.09 -1.05
N 0.93 0.34 -0.53
H 4.61 -1.93 -1.34
H 2.99 -2.31 -0.70
H 4.02 -1.16 0.15
H 5.07 0.43 -2.26
H 4.41 1.16 -0.79
H 3.75 1.61 -2.37
H 3.71 -1.24 -3.60
H 2.34 -0.11 -3.71
H 2.10 -1.74 -3.03
*
```

---

Entry from the Open Molecules 2025 dataset: a 2-piece molecular cluster, C3H7OS overall (ωB97M-V/def2-TZVPD).

Computed properties:
- HOMO level (eV) = -2.14

```
! wB97M-V def2-TZVPD RIJCOSX def2/J DEFGRID3
* xyz -1 1
C 0.99 2.04 -0.16
S 0.45 1.07 1.23
H 1.32 2.84 0.36
H 1.86 1.53 -0.69
H 0.24 2.23 -0.86
O 0.08 -1.52 -1.73
C -0.27 -1.41 -0.61
C -1.67 -1.57 -0.06
H 0.50 -1.22 0.22
H -1.74 -1.64 1.00
H -2.14 -2.43 -0.56
H -2.19 -0.64 -0.39
*
```

---

Entry from the Open Molecules 2025 dataset: a 2-piece molecular cluster, CHN2 overall (ωB97M-V/def2-TZVPD).

Computed properties:
- HOMO level (eV) = -20.02

```
! wB97M-V def2-TZVPD RIJCOSX def2/J DEFGRID3
* xyz 1 1
C -0.54 0.10 0.70
N 0.86 3.35 0.76
N 0.42 2.35 0.73
H -0.10 -0.52 -0.13
*
```

---

Entry from the Open Molecules 2025 dataset: a 14-piece molecular cluster, H27O14 overall (ωB97M-V/def2-TZVPD).

Computed properties:
- HOMO level (eV) = -6.87

```
! wB97M-V def2-TZVPD RIJCOSX def2/J DEFGRID3
* xyz -1 1
O -0.99 -0.16 -0.56
H -0.65 -0.76 0.31
O -1.20 0.36 4.08
H -0.71 0.74 -0.39
H -0.02 -0.26 -2.01
O -3.55 -2.45 0.10
H 1.07 -0.19 -3.21
H 1.37 1.86 -1.68
O 1.47 1.99 -2.63
H -2.63 1.42 -0.27
H 1.86 2.86 -2.71
O -3.05 2.29 -0.40
H 1.31 4.16 -1.87
H -1.04 -0.59 4.23
O 1.85 1.14 1.42
H 0.88 -1.51 0.86
H 2.98 -0.01 3.00
O 1.69 5.01 -1.64
H 1.73 2.98 1.71
H 2.32 0.72 0.67
O 0.67 -0.74 -2.54
H -3.05 -2.55 -0.73
H -0.86 -2.71 -3.64
O 2.51 3.60 1.68
H 3.14 2.91 1.89
H -3.22 -1.74 0.65
O -1.91 -2.14 -2.18
H -2.33 -1.30 -1.97
H -0.96 -2.12 -2.00
O 2.87 -0.86 3.45
H 1.23 5.31 -0.85
H 0.68 -2.96 -4.04
O 0.25 -0.98 1.36
H -0.01 -3.35 1.33
H 1.93 -0.88 3.66
O -0.14 -3.34 -3.76
H -3.30 2.26 -1.32
H 1.31 0.29 1.58
O -0.63 -3.91 1.81
H -1.27 0.34 3.11
H -1.19 -3.17 2.11
*
```

---

Taking the records one at a time from the top gives energy above the lowest of the compared OMol25 structures with the same formula, charge and spin values of 2.4; 0.2; 4.1; 30.1; 54.2; 53.7 kcal per mole.
Taking the records one at a time from the top gives strongest force on any atom values of 0.0228; 0.0198; 0.0205; 0.0928; 0.0153; 0.0390 hartree/bohr.